{
  "formula": "C5H9NO3",
  "method": "the ωB97M-V functional and the def2-TZVPD basis",
  "symbols": ["C", "C", "C", "C", "N", "C", "O", "O", "O", "H", "H", "H", "H", "H", "H", "H", "H", "H"],
  "positions_angstrom": [[-0.8847, 0.2841, -1.4596], [-1.4305, -1.1129, -1.7123], [0.4374, 0.1858, 0.6812], [0.5726, 0.4538, 2.2999], [1.7949, 0.1074, 2.7523], [-0.7043, 0.5636, 0.1725], [1.5495, -0.2989, 0.1023], [0.3475, 0.4060, -2.1784], [-0.3176, 0.8767, 3.0034], [1.3948, -0.2917, -0.8696], [0.5930, 1.3368, -2.2193], [-1.5899, 1.0372, -1.8323], [2.4607, -0.3073, 2.1239], [2.0239, 0.2265, 3.7266], [-1.5554, 0.9036, 0.7305], [-0.7394, -1.8603, -1.3267], [-2.3892, -1.2281, -1.2136], [-1.5633, -1.2824, -2.7809]],
  "forces_ev_per_angstrom": [[-0.563, 0.606, 2.314], [0.206, 0.325, -0.021], [0.350, 1.060, 4.240], [0.228, -0.816, -1.737], [0.246, -0.014, 0.029], [-0.576, -1.003, -4.611], [-0.075, -0.189, -0.397], [0.046, -0.046, 0.143], [0.016, 0.043, -0.565], [0.112, 0.059, 0.266], [-0.023, 0.004, 0.039], [0.087, -0.133, -0.002], [0.022, 0.076, 0.018], [-0.110, -0.037, -0.128], [0.076, 0.148, 0.295], [0.013, -0.068, 0.068], [-0.044, -0.042, 0.065], [-0.012, 0.025, -0.018]],
  "molar_mass_g_mol": 131.13,
  "de_lowest_kcal_mol": 36.8,
  "energy_ev": -12963.112,
  "largest_force_ev_per_a": 4.754,
  "homo_lumo_gap_ev": 9.81,
  "total_charge": 0,
  "e_lumo_ev": 0.618
}